Below is a cluster of 8 separate species, C41H69BrO17Si in total in a non-equilibrium geometry, with properties calculated with the ωB97M-V functional and the def2-TZVPD basis.

Summary:
E_LUMO in eV: 0.388
E in eV: -156365.258
Maximum force in hartree/bohr: 0.05619
Total charge: 0
E_HOMO in eV: -9.142

Each line ends with the Löwdin charge.
Element x y z (Å)
C  6.451  -2.056  0.804  -0.121
C  5.214  -1.098  1.103  -0.252
C  3.988  -1.303  0.113  -0.221
C  4.323  -1.020  -1.404  -0.185
C  3.050  -0.864  -2.354  -0.189
C  2.018  -2.062  -2.287  -0.186
C  1.014  -2.027  -1.057  -0.250
C  -0.515  -1.788  -1.438  -0.241
Si  -1.147  -0.382  -0.281  0.620
C  -3.042  -0.409  0.012  -0.205
C  -3.448  -1.260  1.295  -0.800
O  -3.645  -0.767  2.391  -0.048
Br  -3.696  -3.225  1.146  0.637
O  -0.578  1.125  -0.878  -0.239
C  0.091  1.918  0.151  -0.195
C  1.582  2.129  -0.339  -0.380
C  2.444  3.060  0.620  -0.028
O  1.542  2.767  -1.626  -0.061
H  6.627  -2.677  1.729  0.059
H  7.360  -1.388  0.677  0.073
H  6.255  -2.656  -0.126  0.068
H  5.495  -0.005  1.057  0.099
H  4.823  -1.366  2.137  0.104
H  3.647  -2.381  0.256  0.103
H  3.160  -0.626  0.497  0.095
H  5.027  -1.809  -1.822  0.109
H  4.904  -0.040  -1.441  0.110
H  2.517  0.135  -2.240  0.098
H  3.446  -0.850  -3.414  0.085
H  1.422  -2.028  -3.256  0.106
H  2.576  -3.051  -2.317  0.110
H  1.154  -3.003  -0.491  0.107
H  1.324  -1.210  -0.346  0.050
H  -0.703  -1.579  -2.526  0.085
H  -1.082  -2.714  -1.109  0.053
H  -0.529  -0.675  1.037  0.041
H  -3.597  -0.853  -0.860  0.090
H  -3.396  0.643  0.256  0.096
H  0.120  1.412  1.161  0.101
H  -0.417  2.918  0.275  0.113
H  2.071  1.114  -0.341  0.105
H  3.018  3.770  -0.055  0.091
H  3.238  2.409  1.101  0.073
H  1.839  3.592  1.402  0.070
H  1.395  2.121  -2.342  0.084
O  0.613  6.002  1.396  0.114
C  -0.545  5.920  1.086  -0.470
C  -1.431  7.061  0.645  -0.075
C  -2.815  6.455  0.775  -0.158
C  -2.557  4.987  0.534  -0.167
O  -1.236  4.748  1.046  -0.006
H  -1.193  7.317  -0.389  0.135
H  -1.304  7.927  1.293  0.127
H  -3.546  6.880  0.087  0.122
H  -3.185  6.603  1.794  0.117
H  -2.570  4.731  -0.528  0.127
H  -3.273  4.355  1.056  0.108
O  3.349  -5.014  -0.319  0.107
C  4.070  -5.631  0.418  -0.470
C  4.562  -5.173  1.768  -0.072
C  5.703  -6.136  2.036  -0.160
C  5.268  -7.372  1.280  -0.164
O  4.527  -6.885  0.153  0.028
H  3.756  -5.284  2.497  0.140
H  4.907  -4.141  1.731  0.096
H  5.883  -6.320  3.096  0.119
H  6.626  -5.740  1.602  0.120
H  4.613  -8.015  1.875  0.127
H  6.117  -7.960  0.930  0.125
O  -2.359  -4.131  -2.777  0.101
C  -1.971  -5.261  -2.656  -0.478
C  -0.542  -5.686  -2.428  -0.078
C  -0.593  -7.167  -2.749  -0.161
C  -2.019  -7.527  -2.389  -0.165
O  -2.788  -6.349  -2.666  0.026
H  -0.279  -5.503  -1.383  0.135
H  0.136  -5.151  -3.091  0.131
H  0.149  -7.760  -2.213  0.119
H  -0.433  -7.316  -3.820  0.121
H  -2.131  -7.774  -1.329  0.126
H  -2.397  -8.357  -2.986  0.124
O  -6.794  7.376  1.725  0.116
C  -6.704  6.406  2.428  -0.485
C  -7.333  6.232  3.787  -0.078
C  -6.577  5.039  4.338  -0.159
C  -6.216  4.275  3.082  -0.155
O  -6.037  5.276  2.069  0.004
H  -8.396  6.019  3.661  0.134
H  -7.190  7.121  4.399  0.129
H  -7.150  4.446  5.052  0.120
H  -5.666  5.380  4.838  0.122
H  -7.013  3.597  2.765  0.129
H  -5.294  3.706  3.200  0.129
O  1.655  -2.319  4.229  0.106
C  0.702  -1.620  4.446  -0.484
C  -0.638  -2.081  4.964  -0.074
C  -1.525  -0.887  4.664  -0.162
C  -0.549  0.267  4.737  -0.156
O  0.704  -0.269  4.291  0.021
H  -0.557  -2.272  6.037  0.131
H  -0.972  -2.976  4.441  0.127
H  -2.368  -0.783  5.349  0.123
H  -1.923  -0.973  3.652  0.078
H  -0.424  0.643  5.757  0.126
H  -0.844  1.095  4.090  0.123
O  -4.815  3.460  -0.671  0.110
C  -5.974  3.366  -0.978  -0.466
C  -6.863  4.500  -1.416  -0.072
C  -8.247  3.891  -1.283  -0.158
C  -7.978  2.421  -1.525  -0.160
O  -6.657  2.191  -1.015  0.030
H  -6.629  4.756  -2.452  0.137
H  -6.741  5.367  -0.768  0.120
H  -8.981  4.313  -1.970  0.119
H  -8.615  4.038  -0.264  0.117
H  -7.990  2.165  -2.588  0.129
H  -8.688  1.782  -1.000  0.126
O  5.465  -2.272  -4.870  0.124
C  5.810  -1.125  -4.942  -0.475
C  6.763  -0.549  -5.958  -0.079
C  7.121  0.788  -5.339  -0.162
C  5.876  1.120  -4.546  -0.149
O  5.347  -0.144  -4.119  -0.022
H  6.239  -0.431  -6.909  0.134
H  7.638  -1.186  -6.079  0.128
H  7.384  1.554  -6.069  0.118
H  7.970  0.664  -4.661  0.121
H  5.119  1.626  -5.153  0.131
H  6.098  1.735  -3.674  0.129

=====

Below is a cluster of 2 separate species, C7H15NO in total, with properties calculated with the ωB97M-V functional and the def2-TZVPD basis.

Summary:
E_LUMO in eV: 0.783
E in eV: -11038.385
Maximum force in hartree/bohr: 0.01426
Energy relative to the best compared isomer or geometry (same formula, charge and spin) in kcal per mole: 52.79
Total charge: 0
E_HOMO in eV: -9.527

Each line ends with the Löwdin charge.
Element x y z (Å)
C  -1.619  1.593  -0.677  -0.103
C  -0.477  0.674  -1.102  -0.207
C  0.872  1.016  -0.422  -0.403
O  0.728  1.869  0.688  -0.061
C  1.647  -0.249  0.006  -0.213
C  1.887  -1.257  -1.108  -0.103
H  -1.887  1.429  0.364  0.052
H  -2.497  1.400  -1.292  0.070
H  -1.329  2.636  -0.798  0.077
H  -0.348  0.728  -2.191  0.112
H  -0.762  -0.357  -0.849  0.069
H  1.488  1.587  -1.123  0.142
H  0.202  1.400  1.355  0.035
H  2.607  0.082  0.408  0.113
H  1.102  -0.730  0.819  0.077
H  2.413  -0.788  -1.934  0.074
H  0.951  -1.659  -1.488  0.062
H  2.491  -2.082  -0.743  0.069
C  -1.441  -1.897  1.010  0.007
C  -1.152  -0.949  1.840  -0.265
N  -0.820  0.052  2.441  0.162
H  -0.729  -2.662  0.766  0.067
H  -2.414  -1.977  0.579  0.066
H  -0.916  0.140  3.451  0.101

=====

Below is a cluster of 2 separate species, CH3Br5Si2 in total in a non-equilibrium geometry, with properties calculated with the ωB97M-V functional and the def2-TZVPD basis.

Summary:
E_LUMO in eV: -1.072
E in eV: -367058.583
Maximum force in hartree/bohr: 0.06085
Energy relative to the best compared isomer or geometry (same formula, charge and spin) in kcal per mole: 28.28
Total charge: 0
E_HOMO in eV: -9.511

Each line ends with the Löwdin charge.
Element x y z (Å)
C  -0.596  0.921  1.578  -0.295
Si  0.120  -0.785  1.256  -0.637
Si  0.352  0.495  -4.574  -0.164
Br  2.152  -0.655  0.434  0.296
Br  0.556  -1.783  3.309  0.224
Br  0.872  1.649  -2.812  0.126
Br  -1.141  -1.983  -0.189  0.282
Br  0.303  -1.551  -3.648  0.061
H  -0.615  1.507  0.682  0.001
H  -1.721  0.557  1.619  0.065
H  -0.284  1.628  2.345  0.039

=====

Below is a cluster of 3 separate species, C5H13NO2 in total in a non-equilibrium geometry, with properties calculated with the ωB97M-V functional and the def2-TZVPD basis.

Summary:
E_LUMO in eV: 0.791
E in eV: -10978.843
Maximum force in hartree/bohr: 0.06878
Energy relative to the best compared isomer or geometry (same formula, charge and spin) in kcal per mole: 70.00
Total charge: 0
E_HOMO in eV: -8.255

Each line ends with the Löwdin charge.
Element x y z (Å)
C  2.423  1.445  -0.499  0.014
C  1.577  0.390  -0.566  -0.212
C  0.746  -0.169  0.573  -0.249
C  -0.646  0.459  0.708  -0.138
C  -1.860  -0.053  0.432  -0.241
N  -3.177  0.467  0.516  0.046
H  2.887  1.644  -1.420  0.033
H  2.372  2.025  0.454  0.082
H  1.332  -0.109  -1.479  0.087
H  0.594  -1.347  0.507  0.148
H  1.263  0.134  1.525  0.104
H  -0.552  1.544  0.931  0.107
H  -1.856  -1.111  0.292  0.100
H  -3.989  -0.108  0.389  0.080
H  -3.367  1.455  0.648  0.089
O  -2.900  -0.729  -2.495  -0.057
H  -2.390  -0.128  -1.916  0.017
H  -2.404  -1.515  -2.616  0.009
O  3.247  -1.834  1.493  -0.087
H  3.629  -1.010  1.904  0.063
H  3.071  -1.450  0.620  0.006

=====

Below is a structure of composition C9H28Ag2NO7V in a non-equilibrium geometry, with properties calculated with the ωB97M-V functional and the def2-TZVPD basis.

Summary:
E_LUMO (spin up / spin down) in eV: -10.394 / -10.394
Multiplicity: 4
E in eV: -59268.812
⟨S²⟩: 3.75
Maximum force in hartree/bohr: 0.11268
Total charge: +3
E_HOMO (spin up / spin down) in eV: -17.944 / -17.944

Each line ends with the Löwdin charge.
Element x y z (Å)
V  -0.350  1.401  2.425  1.269
N  -2.394  -2.645  1.450  0.329
H  -1.986  -1.722  1.459  0.035
H  -3.219  -2.539  0.877  0.150
H  -2.630  -2.878  2.404  0.161
H  -1.708  -3.257  1.032  0.093
Ag  -2.027  -0.717  -2.147  0.891
Ag  1.588  0.281  -1.577  0.887
C  -0.382  -0.267  0.476  -1.030
O  -1.086  -0.412  1.486  -0.080
O  0.197  0.811  0.389  -0.095
O  -0.302  -1.102  -0.419  -0.077
C  3.012  3.694  2.070  -0.060
C  1.627  3.720  1.461  -0.224
O  0.821  3.192  2.569  -0.177
H  3.724  4.156  1.386  0.102
H  3.335  2.721  2.440  0.094
H  3.057  4.422  2.879  0.099
H  1.445  3.211  0.515  0.107
H  1.404  4.769  1.267  0.129
H  1.200  3.642  3.328  0.114
C  1.712  -4.164  0.935  -0.053
C  0.793  -4.589  -0.213  -0.301
O  -0.359  -3.855  -0.158  -0.118
H  1.208  -4.324  1.888  0.079
H  1.952  -3.101  0.982  0.060
H  2.646  -4.718  0.845  0.091
H  0.525  -5.642  -0.301  0.137
H  1.266  -4.327  -1.159  0.095
H  -0.226  -2.932  -0.387  0.020
C  1.536  -2.356  -3.515  -0.084
C  0.238  -2.004  -4.135  -0.270
O  -0.137  -0.730  -3.643  -0.172
H  1.601  -2.193  -2.439  0.046
H  2.414  -2.034  -4.075  0.101
H  1.616  -3.440  -3.430  0.095
H  -0.485  -2.718  -3.741  0.123
H  0.313  -1.931  -5.220  0.147
H  0.280  -0.096  -4.232  0.106
C  -2.334  4.674  0.284  -0.041
C  -2.513  3.151  0.600  -0.254
O  -2.100  2.897  1.950  -0.123
H  -2.594  4.911  -0.748  0.090
H  -1.303  4.984  0.452  0.070
H  -3.035  5.250  0.888  0.090
H  -1.957  2.577  -0.142  0.098
H  -3.578  2.980  0.443  0.123
H  -2.803  3.250  2.500  0.126